(1)
# C3H4CaO4

A molecular structure, C3H4CaO4 at a distorted geometry (ωB97M-V/def2-TZVPD, the Open Molecules 2025 dataset).

spin multiplicity	2
gap between HOMO and LUMO (spin up / spin down)	6.1 / 9.4	eV
net charge	+1
energy above the lowest of the compared OMol25 structures with the same formula, charge and spin	47.67	kcal per mole
lowest unoccupied orbital energy (spin up / spin down)	-3.426 / -3.650	eV

The geometry in XYZ format:
```
12
Properties=species:S:1:pos:R:3:mulliken_spin:R:1
O -0.28 1.09 -0.96 -0.029
C -1.25 0.22 -0.77 -0.004
C 0.92 0.52 -0.51 0.001
O -2.42 0.43 -1.05 -0.160
O -0.81 -0.82 -0.08 -0.008
C 0.59 -0.72 0.01 0.005
Ca -4.48 -0.26 -0.95 1.194
H 1.79 0.78 -1.10 0.000
H 1.15 -1.66 -0.03 0.000
H 1.51 0.91 1.25 0.000
O 1.32 0.11 2.07 0.000
H 1.96 -0.60 2.15 0.000
```



(2)
# Ag2ClSr

A molecular structure, Ag2ClSr at a distorted geometry (ωB97M-V/def2-TZVPD, the Open Molecules 2025 dataset).

gap between HOMO and LUMO	8.4	eV
net charge	+3
lowest unoccupied orbital energy	-15.034	eV

The geometry in XYZ format:
```
4
Properties=species:S:1:pos:R:3:nbo_charge:R:1
Sr 4.89 -1.15 5.00 1.973
Ag 0.19 1.04 4.91 0.937
Ag 1.27 -0.58 4.16 0.789
Cl 2.87 1.29 5.51 -0.699
```



(3)
# C4H8

2 unconnected molecules or ions with the total composition C4H8 at a distorted geometry (ωB97M-V/def2-TZVPD, the Open Molecules 2025 dataset).

structure (SMILES)	C=C.C=C
gap between HOMO and LUMO	11.1	eV
energy above the lowest of the compared OMol25 structures with the same formula, charge and spin	34.99	kcal per mole
lowest unoccupied orbital energy	1.094	eV

The geometry in XYZ format:
```
12
Properties=species:S:1:pos:R:3:nbo_charge:R:1
C 1.21 0.21 -3.06 -0.392
C 2.55 0.33 -3.30 -0.389
H 0.56 0.80 -3.71 0.190
H 0.74 -0.42 -2.30 0.201
H 2.95 0.95 -4.10 0.198
H 3.27 -0.24 -2.69 0.192
C -1.94 0.28 3.55 -0.389
C -1.86 -0.82 2.83 -0.388
H -2.17 0.20 4.62 0.191
H -1.70 1.28 3.15 0.198
H -2.03 -1.82 3.24 0.197
H -1.60 -0.74 1.77 0.191
```



Number 1: calculated total energy -29795.00650 eV. Number 2: calculated total energy -21321.51353 eV. Number 3: calculated total energy -4275.67589 eV.